65
Properties=species:S:1:pos:R:3 method="wB97M-V/def2-TZVPD" energy_ev=-65093.4621 largest_force_ev_per_a=0.147 e_above_lowest_kcal_mol=2.1
Pd -0.27 -1.17 1.41
I 2.23 -0.63 2.16
C 2.83 -2.38 1.20
C 4.16 -2.69 1.22
C 4.61 -3.86 0.59
C 3.71 -4.67 -0.04
C 2.33 -4.35 -0.06
C 1.44 -5.23 -0.72
C 0.11 -4.93 -0.74
C -0.38 -3.76 -0.11
C 0.43 -2.86 0.54
C 1.84 -3.17 0.56
H 4.86 -2.04 1.72
H 5.67 -4.11 0.61
H 4.04 -5.58 -0.53
H 1.83 -6.12 -1.19
H -0.59 -5.59 -1.24
H -1.44 -3.61 -0.16
C -1.34 5.70 1.62
C 0.16 5.95 1.66
C 0.82 5.27 2.85
C 0.82 5.58 0.33
N 0.47 4.25 -0.16
C 0.79 3.02 0.28
N 0.21 2.14 -0.51
N -0.46 2.86 -1.43
N -0.32 4.12 -1.23
H -1.81 6.09 2.53
H -1.55 4.62 1.60
H -1.81 6.17 0.76
H 0.33 7.03 1.75
H 0.62 4.20 2.88
H 0.43 5.69 3.78
H 1.91 5.42 2.85
H 1.91 5.64 0.40
H 0.49 6.25 -0.46
H 1.39 2.80 1.14
O -0.73 0.59 4.54
Cl -0.59 1.44 3.41
O 0.81 1.78 3.21
O -1.37 2.63 3.51
O -1.06 0.72 2.20
C -3.04 1.49 -0.13
N -2.56 0.94 -1.43
C -3.61 1.06 -2.47
C -1.98 -0.46 -1.31
C -2.72 -1.34 -0.35
C -3.99 -1.83 -0.68
C -4.72 -2.58 0.22
C -4.17 -2.86 1.47
C -2.89 -2.42 1.78
C -2.13 -1.66 0.88
H -3.27 2.54 -0.29
H -2.25 1.38 0.61
H -3.92 0.95 0.18
H -1.79 1.56 -1.72
H -4.48 0.48 -2.17
H -3.23 0.69 -3.42
H -3.89 2.11 -2.56
H -0.95 -0.32 -0.97
H -1.97 -0.87 -2.33
H -4.40 -1.64 -1.67
H -5.69 -2.96 -0.04
H -4.72 -3.44 2.19
H -2.46 -2.68 2.74